Record 1
27
Properties=species:S:1:pos:R:3:lowdin_charge:R:1 method="wB97M-V/def2-TZVPD" e_lumo_ev=-11.2 e_above_lowest_ev=0.000 total_energy_ha=-991.03160 total_charge=+2
Sn -0.667 -0.732 -1.018 1.62
O 0.678 -1.382 2.772 0.19
O -1.317 0.614 2.772 0.19
N -0.315 -0.380 0.917 -0.08
N 1.438 -1.228 -0.666 -0.02
N -1.163 1.373 -0.666 -0.08
C -1.596 1.502 0.617 -0.18
C 1.567 -1.661 0.617 -0.16
C 3.438 -3.045 0.093 0.05
C 2.542 -2.556 1.039 0.09
C -1.043 0.509 1.578 -0.43
C 2.322 -1.720 -1.553 -0.07
C 0.574 -1.108 1.578 -0.42
C -2.555 3.263 -1.229 0.02
C -2.980 3.373 0.093 0.04
C -2.491 2.477 1.039 0.08
C -1.655 2.257 -1.553 -0.09
C 3.328 -2.620 -1.229 0.03
H 2.195 -1.358 -2.568 0.13
H -2.792 2.521 2.079 0.15
H 2.586 -2.857 2.079 0.15
H -2.916 3.943 -1.990 0.14
H 4.210 -3.748 0.387 0.15
H -3.683 4.145 0.387 0.14
H 4.008 -2.981 -1.990 0.14
H -1.293 2.130 -2.568 0.13
H -2.418 -0.732 -1.018 0.10


Record 2
9
Properties=species:S:1:pos:R:3:mulliken_spin:R:1 method="wB97M-V/def2-TZVPD" e_lumo_ev="-4.0 / -3.9" spin_multiplicity=8 e_above_lowest_ev=0.000 s2=15.7634 total_energy_ha=-871.44607 total_charge=+1
Eu -0.141 1.303 0.162 7.04
O -0.811 2.663 1.718 -0.07
C -0.004 -1.127 -1.295 0.01
C 0.863 -1.332 -0.286 0.02
Li -1.659 3.524 2.906 0.00
H 0.546 -1.768 0.667 0.00
H 0.336 -0.744 -2.262 0.00
H 1.929 -1.123 -0.412 0.00
H -1.060 -1.396 -1.197 0.00


Record 3
81
Properties=species:S:1:pos:R:3:mulliken_spin:R:1 method="wB97M-V/def2-TZVPD" e_lumo_ev="-3.5 / -2.9" spin_multiplicity=6 s2=9.7781 total_energy_ha=-3313.90548 total_charge=+1
Dy 12.387 15.415 10.834 6.74
Si 10.153 22.348 9.781 -0.87
O 12.343 17.682 11.739 -0.27
O 12.282 17.027 8.983 0.00
O 9.962 16.531 12.102 0.00
O 12.280 10.231 5.833 0.00
O 12.624 13.544 9.422 -0.16
O 11.917 8.121 6.208 0.00
O 9.727 15.927 9.399 0.00
O 9.832 8.403 12.067 0.00
O 11.580 13.140 11.286 -0.11
O 9.264 7.327 10.214 0.00
N 12.025 9.307 6.555 0.00
N 9.821 8.231 10.869 0.00
C 12.552 18.267 9.525 0.09
C 9.774 16.989 8.510 0.03
C 12.999 21.869 9.952 -0.04
C 8.541 15.882 10.233 0.02
C 8.184 20.330 9.504 -0.03
C 8.584 21.035 11.749 0.04
C 7.703 20.130 12.232 -0.01
C 8.746 16.720 11.455 -0.01
C 10.247 23.205 7.023 0.11
C 14.133 21.527 10.716 0.03
C 10.836 8.799 8.688 0.00
C 10.318 22.098 7.910 0.00
C 11.936 12.716 10.130 -0.11
C 11.816 18.639 10.755 -0.19
C 10.681 20.672 6.030 -0.01
C 8.902 21.104 10.381 -0.03
C 7.194 19.503 10.023 0.01
C 6.960 19.334 11.392 -0.04
C 12.010 10.938 8.436 0.00
C 11.196 16.947 8.027 -0.04
C 11.751 22.054 10.672 -0.01
C 10.247 17.652 12.968 0.01
C 10.611 20.845 7.409 -0.04
C 11.575 11.296 9.708 0.02
C 14.091 21.436 12.097 -0.04
C 11.663 9.698 7.981 0.00
C 11.798 21.967 12.107 -0.04
C 10.530 9.228 9.983 0.00
C 11.748 17.681 13.028 -0.03
C 12.977 21.681 12.849 0.02
C 10.289 23.041 5.636 -0.01
C 10.536 21.776 5.127 0.00
C 10.884 10.476 10.542 0.00
H 12.659 11.578 7.814 0.00
H 10.737 18.527 10.588 0.02
H 12.968 21.556 13.922 0.00
H 11.476 17.612 7.207 0.00
H 9.892 17.553 13.947 0.00
H 15.150 21.492 10.363 0.00
H 8.398 14.803 10.470 0.00
H 12.043 18.591 13.527 0.00
H 7.953 16.631 12.204 0.00
H 6.128 18.679 11.739 0.00
H 10.735 19.941 7.991 -0.03
H 11.355 15.895 7.620 -0.01
H 10.042 24.171 7.385 0.00
H 10.940 22.215 12.680 -0.01
H 13.533 18.310 9.876 0.03
H 15.088 21.186 12.612 0.00
H 7.436 20.053 13.250 0.00
H 9.715 18.602 12.664 -0.01
H 10.766 10.795 11.583 0.00
H 13.157 22.090 8.908 0.00
H 9.580 17.959 8.974 -0.01
H 9.088 21.720 12.440 0.01
H 12.134 16.789 13.550 -0.04
H 12.480 19.056 8.787 0.01
H 10.993 19.736 5.564 0.00
H 10.493 21.589 4.007 0.00
H 7.612 16.241 9.744 0.00
H 10.142 23.825 4.973 0.00
H 8.722 17.766 11.095 0.00
H 10.495 7.858 8.258 0.00
H 12.084 19.664 11.023 -0.01
H 6.505 18.946 9.385 0.00
H 8.433 20.398 8.486 0.00
H 9.059 16.847 7.671 0.00


Record 4
43
Properties=species:S:1:pos:R:3:lowdin_charge:R:1 method="wB97M-V/def2-TZVPD" e_lumo_ev=-2.4 total_energy_ha=-999.64735 total_charge=+1
P -1.511 -1.622 -4.331 0.84
N -0.270 0.677 2.002 -0.24
N 1.490 1.879 -4.170 0.07
C 0.264 1.947 -3.675 -0.18
C 0.120 0.662 4.429 -0.12
C 0.267 1.481 0.857 0.02
C -0.921 -0.594 1.469 -0.10
C 0.800 0.486 3.066 -0.08
C -1.356 0.908 4.120 -0.14
C -0.655 0.937 -3.689 -0.14
C -0.302 -0.262 -4.270 -0.55
C 1.800 0.706 -4.700 -0.15
C 0.937 -1.864 -0.788 -0.10
C -1.328 1.497 2.726 -0.10
C 0.969 -0.378 -4.774 -0.11
C -0.103 -1.870 1.539 -0.18
C 1.186 -1.906 0.717 -0.25
H 0.556 1.513 4.949 0.12
H 0.260 -0.207 5.069 0.12
H -2.270 1.424 2.186 0.14
H -1.827 1.574 4.839 0.13
H 0.300 -2.691 -1.104 0.08
H -1.390 -2.195 -5.614 -0.10
H -0.551 1.700 0.175 0.11
H 1.862 -1.092 0.996 0.09
H -0.038 2.896 -3.236 0.11
H -1.232 -0.383 0.447 0.13
H -1.909 -0.032 4.134 0.12
H 1.040 0.905 0.355 0.10
H -2.754 -0.953 -4.328 -0.10
H -1.633 1.086 -3.253 0.09
H 1.547 1.261 2.912 0.13
H 1.288 -0.473 2.956 0.11
H 0.683 2.407 1.244 0.11
H 1.713 -2.831 0.958 0.12
H 2.794 0.606 -5.127 0.11
H 1.881 -1.945 -1.326 0.08
H 1.296 -1.309 -5.217 0.11
H -0.987 2.531 2.740 0.14
H 0.109 -2.121 2.582 0.12
H -1.834 -0.746 2.042 0.13
H 0.460 -0.930 -1.096 0.05
H -0.753 -2.677 1.190 0.13